Density functional theory data (ωB97M-V/def2-TZVPD) for a cluster of 12 separate species, C57H69N7O29S2 in total in a non-equilibrium geometry.

E_tot: -5574.40085 Ha
highest occupied orbital energy: -9.71 eV
Kohn-Sham gap: 9.08 eV
largest force on an atom: 1.92 eV Å⁻¹

Structure (XYZ):
```
164
Properties=species:S:1:pos:R:3:forces:R:3
O 2.2421 -6.7976 -6.2933 0.386 0.038 -0.161
N 1.2001 -6.5129 -5.7477 0.219 -0.314 0.373
O 0.1055 -6.7321 -6.2112 -0.520 0.055 -0.234
C 1.2674 -5.9001 -4.4084 -0.183 -0.193 -0.534
C 2.4956 -5.6615 -3.8324 0.075 0.596 -0.053
C 2.5235 -4.9582 -2.6395 0.719 -0.007 0.202
C 1.3620 -4.6345 -1.9686 -0.581 0.525 -0.491
C 0.1454 -4.8909 -2.5857 -0.079 -0.598 0.373
C 0.0834 -5.5285 -3.8164 -0.356 0.508 0.715
H 3.4169 -5.8874 -4.3457 -0.078 -0.169 -0.114
H 3.4825 -4.6181 -2.2686 -0.046 -0.219 0.244
H 1.3460 -4.0708 -1.0485 0.272 -0.134 0.133
H -0.7771 -4.6649 -2.0660 0.029 0.219 -0.105
H -0.8975 -5.6390 -4.2484 0.229 -0.449 -0.398
O 0.9897 7.5605 -0.9298 0.000 0.089 -0.093
N 0.9392 6.7848 -0.0003 0.028 -0.055 -0.466
O 0.1866 6.8889 0.9462 0.003 0.029 0.349
C 1.8162 5.6140 -0.0509 0.017 -0.396 -0.012
C 2.1049 5.0530 -1.2859 -0.533 0.417 0.257
C 2.8364 3.8858 -1.3146 0.501 -0.444 -0.156
C 3.3379 3.3390 -0.1397 0.366 0.559 0.495
C 3.0369 3.9231 1.0877 -0.013 -0.251 -0.165
C 2.2284 5.0429 1.1350 -0.084 0.086 0.358
H 1.6497 5.5157 -2.1512 0.266 -0.112 -0.169
H 3.0429 3.3655 -2.2428 -0.041 0.220 -0.086
H 4.0284 2.5088 -0.1249 -0.193 -0.311 -0.283
H 3.3811 3.4649 2.0057 0.051 0.040 0.023
H 1.9156 5.4539 2.0856 0.037 0.128 -0.061
O 4.0599 -1.6585 4.8963 -0.165 0.389 -0.022
N 3.6885 -2.7982 5.0857 0.008 0.334 -0.388
O 4.3897 -3.6597 5.5517 0.285 -0.612 0.328
C 2.3200 -3.1532 4.6998 -0.163 -0.201 -0.231
C 1.8502 -4.3981 5.0755 0.204 -0.684 -0.040
C 0.5543 -4.7613 4.7639 -0.711 0.643 -0.136
C -0.2403 -3.8608 4.0523 -0.213 0.133 0.000
C 0.2851 -2.6808 3.5603 0.266 0.706 0.769
C 1.5611 -2.2862 3.9371 0.091 0.087 0.123
H 2.5064 -5.1048 5.5659 0.009 0.212 0.180
H 0.0946 -5.6712 5.1241 0.286 -0.135 0.039
H -1.3115 -3.9744 3.9364 0.100 -0.539 -0.167
H -0.3259 -1.9524 3.0475 -0.120 -0.194 -0.182
H 1.9198 -1.2960 3.7022 0.202 -0.094 -0.191
O 7.0122 0.5825 1.3602 0.322 -0.161 -0.119
N 6.1596 0.7530 2.2061 0.093 0.429 -0.403
O 4.9729 0.7734 1.9670 -0.635 -0.048 -0.079
C 6.5782 0.9991 3.5718 -0.238 -0.396 1.114
C 5.6249 0.9466 4.5823 0.032 -0.493 -0.399
C 6.0376 0.9910 5.9005 -0.386 0.561 -0.041
C 7.3708 1.1994 6.2078 0.565 0.446 0.040
C 8.3153 1.3026 5.1914 -0.327 -0.753 -0.258
C 7.9139 1.1230 3.8752 0.730 0.242 -0.346
H 4.5976 0.7379 4.3269 -0.065 0.216 0.007
H 5.2642 0.9399 6.6551 0.198 -0.119 0.189
H 7.7288 1.3337 7.2222 -0.293 -0.209 0.074
H 9.3737 1.3544 5.4054 -0.038 0.244 0.111
H 8.6470 1.0653 3.0802 -0.074 0.114 0.017
O -2.9369 6.4782 -3.7400 -0.163 -0.120 0.059
N -2.3724 6.5140 -4.8141 0.277 0.533 0.059
O -2.5466 7.3670 -5.6608 -0.184 -0.148 -0.136
C -1.3423 5.5095 -5.0718 0.699 -0.080 0.179
C -0.9506 5.2290 -6.3623 -0.677 -0.232 -0.873
C -0.0041 4.2463 -6.6070 0.602 0.420 0.342
C 0.7400 3.7721 -5.5343 -0.574 -0.874 0.271
C 0.2995 4.0137 -4.2415 0.349 0.440 0.436
C -0.7229 4.9104 -3.9886 -0.525 -0.044 -0.111
H -1.4226 5.7230 -7.2039 -0.175 -0.044 0.188
H 0.1708 3.8823 -7.6092 0.223 0.305 -0.087
H 1.5854 3.1043 -5.6392 -0.112 -0.095 -0.353
H 0.7750 3.5215 -3.4023 0.112 0.085 -0.019
H -1.0734 5.1588 -2.9975 0.111 -0.213 0.087
O -0.4617 3.5031 -1.0672 0.557 0.346 0.134
N -1.0935 2.4665 -1.1218 -0.972 0.280 -0.105
O -2.1925 2.4072 -1.6392 0.180 -0.582 -0.067
C -0.5028 1.2805 -0.5244 1.041 -0.452 -0.616
C -0.9684 0.0236 -0.8534 -0.792 0.114 0.153
C -0.3090 -1.0993 -0.3807 0.069 0.505 -0.340
C 0.8271 -0.9225 0.3838 0.557 -0.310 0.276
C 1.3518 0.3430 0.6525 -0.580 -0.516 0.051
C 0.6995 1.4501 0.1455 -0.172 0.291 0.821
H -1.8945 -0.0674 -1.3996 0.038 -0.046 -0.280
H -0.6783 -2.0647 -0.6791 0.053 -0.180 0.115
H 1.3583 -1.7746 0.7990 -0.124 -0.070 -0.095
H 2.2083 0.3936 1.3109 0.214 0.344 -0.189
H 1.0347 2.4512 0.3591 0.089 -0.016 -0.093
O -1.3558 -1.9776 -3.2399 -0.074 0.423 0.034
N -1.2709 -2.3844 -4.3780 1.296 -0.717 -0.393
O -0.4043 -2.0571 -5.1838 -0.753 0.162 0.555
C -2.1831 -3.4594 -4.7753 0.136 0.140 -0.046
C -2.9463 -4.0720 -3.8067 -1.262 0.222 0.207
C -3.9571 -4.9290 -4.2305 0.457 -0.694 0.049
C -3.9996 -5.3608 -5.5488 0.295 0.028 -0.374
C -3.0985 -4.8450 -6.4828 -0.609 0.073 0.474
C -2.2190 -3.8464 -6.0970 -0.118 -0.230 -0.773
H -2.8659 -3.8647 -2.7479 0.131 0.373 -0.195
H -4.6512 -5.3458 -3.5107 0.107 0.017 0.045
H -4.6872 -6.1353 -5.8701 -0.140 0.179 0.130
H -3.1707 -5.1679 -7.5115 0.242 -0.010 -0.014
H -1.5857 -3.4075 -6.8528 0.149 0.223 0.235
C -2.8852 -0.6905 2.0296 -0.258 0.229 0.665
C -3.3525 -2.0811 1.6864 -0.618 0.352 -0.724
O -2.2710 -3.0394 1.7887 0.427 0.191 0.070
S -1.9801 -4.1214 0.6641 -0.990 0.065 1.642
C -2.7468 -5.5180 1.4617 0.536 -0.371 -1.074
O -2.6857 -3.7470 -0.5181 0.019 -0.145 -0.436
O -0.5760 -4.3363 0.6706 0.549 0.039 -0.323
H -2.3215 -0.2356 1.2271 0.250 0.045 0.081
H -2.3464 -0.6544 2.9808 0.293 -0.162 -0.214
H -3.7489 -0.0507 2.2314 -0.127 -0.105 -0.332
H -4.1882 -2.3652 2.3298 0.290 -0.385 0.175
H -3.7151 -2.1201 0.6570 -0.040 0.094 0.097
H -3.0210 -6.2154 0.6693 -0.322 0.102 0.024
H -3.5942 -5.1701 2.0362 -0.088 -0.154 0.097
H -1.9640 -6.0241 2.0197 -0.128 0.254 0.456
C -2.4106 6.8799 2.6857 0.760 0.269 1.491
C -3.4474 5.8048 2.9048 -0.501 0.627 -0.446
O -3.0444 4.5976 2.2277 -0.348 -0.304 0.144
S -3.8466 4.1207 0.9363 -0.540 0.925 -0.219
C -3.0037 5.0535 -0.3303 -0.149 -0.252 0.927
O -3.6675 2.7099 0.8853 0.705 -0.389 -0.153
O -5.1868 4.6219 0.9667 -0.160 0.029 0.220
H -2.7964 7.8675 2.9486 -0.283 -0.002 -0.539
H -1.8797 6.8621 1.7401 -0.490 0.103 -0.194
H -1.6294 6.7710 3.4512 0.116 -0.259 -0.255
H -3.5852 5.5863 3.9614 0.215 -0.281 0.010
H -4.4336 6.0950 2.5394 0.083 -0.030 -0.143
H -1.9414 5.0017 -0.1088 0.039 -0.137 -0.394
H -3.3536 6.0686 -0.1588 -0.048 0.064 -0.202
H -3.3024 4.6712 -1.2981 0.153 0.023 -0.131
C -0.5502 3.1383 3.0936 -0.285 0.566 0.276
O -0.3968 1.8686 3.7230 -0.380 -0.378 -0.596
C 0.7545 1.6255 4.3148 0.076 0.638 0.605
O 1.7327 2.3156 4.2773 0.721 0.441 -0.181
O 0.6184 0.5350 5.0397 -1.035 -1.015 0.271
C 1.4441 0.2847 6.1588 1.200 0.723 0.276
H 0.2539 3.4150 2.4190 0.191 -0.320 -0.078
H -0.6043 3.9001 3.8773 0.045 0.010 -0.075
H -1.5071 3.1236 2.5827 0.223 -0.250 -0.001
H 1.7786 1.1954 6.6681 -0.320 0.216 -0.329
H 2.3692 -0.1952 5.8397 -0.170 -0.411 0.109
H 0.8753 -0.2754 6.8921 -0.067 -0.385 -0.282
C -5.2943 1.2826 -1.4654 0.418 0.744 -0.107
O -5.9513 0.0901 -1.8706 0.352 -0.512 -0.113
C -6.9147 0.2783 -2.7590 -0.132 -0.565 0.426
O -7.3406 1.3286 -3.1155 -0.408 1.210 -0.571
O -7.3713 -0.9033 -3.1577 0.094 -0.792 0.087
C -8.4204 -0.8677 -4.1103 -0.097 0.419 -0.911
H -5.8744 1.7948 -0.7031 0.033 0.030 0.077
H -5.1311 1.9525 -2.3105 -0.288 -0.016 -0.030
H -4.3015 1.0420 -1.1099 -0.072 -0.380 0.345
H -8.1038 -0.3548 -5.0251 0.070 0.128 0.236
H -9.3056 -0.3535 -3.7387 0.044 -0.103 0.174
H -8.6440 -1.8839 -4.4138 -0.012 -0.202 0.410
C 5.3617 -1.9428 -0.4465 0.216 0.461 0.547
O 4.3960 -2.9921 -0.4495 0.215 -0.145 -0.950
C 3.8484 -3.2828 0.7174 0.032 -0.315 -0.422
O 3.8766 -2.6066 1.7006 0.035 0.556 0.939
O 3.2536 -4.4615 0.5982 -0.337 -0.150 0.155
C 2.5771 -4.9172 1.7787 -1.090 -0.359 -0.734
H 4.9870 -1.1042 0.1343 0.126 0.047 0.102
H 5.5708 -1.5975 -1.4531 -0.312 -0.357 -0.223
H 6.2859 -2.3257 -0.0114 -0.016 0.142 0.074
H 1.8009 -4.2307 2.1144 0.641 0.567 0.260
H 3.3024 -5.2125 2.5276 -0.146 0.007 0.192
H 1.9285 -5.7234 1.4296 0.650 -0.485 0.050
```
Forces are in eV/Å.